(1)
C49H62F4N7O2SeW as an isolated structure, computed with ωB97M-V/def2-TZVPD.

Output
- DFT total energy (hartree) = -5305.2645
- total charge = +3

Each line ends with the Löwdin charge.
Element x y z (Å)
W: 0.5567 -0.7583 -0.9177  1.857
C: 2.6438 1.0981 0.4645  -0.028
N: 1.2353 1.2512 -0.0300  -0.337
C: 0.4968 1.9509 1.0560  -0.078
C: 1.2402 2.1687 -1.2068  -0.173
C: 1.9541 1.5009 -2.3508  -0.151
N: 1.7242 0.0313 -2.2998  -0.120
C: 2.4535 -0.6999 -3.2762  -0.141
C: 2.4585 -2.0746 -3.1368  -0.136
F: 1.6889 -2.5251 -2.1029  0.016
C: 3.1402 -2.9465 -3.9479  -0.193
F: 3.0731 -4.2455 -3.7088  0.151
C: 3.8715 -2.4329 -5.0032  0.141
C: 3.8691 -1.0666 -5.1941  -0.182
F: 4.5334 -0.5401 -6.2044  0.164
C: 3.1724 -0.1929 -4.3608  -0.127
F: 3.2044 1.1025 -4.6566  0.130
H: 3.0448 2.0932 0.6611  0.124
H: 3.2622 0.5950 -0.2727  0.085
H: 2.6446 0.5233 1.3870  0.100
H: 0.9940 2.9038 1.2438  0.122
H: 0.5275 1.3660 1.9722  0.076
H: -0.5239 2.1518 0.7534  0.073
H: 1.7358 3.1039 -0.9402  0.151
H: 0.2129 2.4126 -1.4597  0.095
H: 3.0298 1.6672 -2.3096  0.145
H: 1.5853 1.9169 -3.2883  0.106
H: 4.4202 -3.0814 -5.6739  0.165
C: -6.0779 -3.0720 1.7965  -0.029
C: -5.0711 -4.2212 1.6370  -0.553
C: -4.6006 -4.6925 3.0220  -0.029
C: -5.7605 -5.3874 0.9298  -0.048
C: -3.8636 -3.7103 0.8574  -0.118
C: -3.1114 -2.6488 1.3744  -0.023
C: -2.0168 -2.2172 0.6641  -0.362
Se: -0.9144 -0.8020 1.3277  1.306
C: 0.4702 -1.6924 2.3063  -0.359
C: 0.2902 -2.0191 3.6308  -0.010
C: 1.3406 -2.6481 4.3066  -0.117
C: 2.5104 -2.8869 3.5954  0.059
C: 2.7355 -2.5580 2.2526  -0.057
C: 1.6593 -1.9427 1.6247  -0.266
O: 1.6919 -1.5241 0.3099  -0.297
C: 4.0954 -2.9085 1.6384  -0.523
C: 4.3114 -4.4251 1.7769  -0.019
C: 4.2330 -2.5594 0.1544  -0.044
C: 5.1887 -2.1522 2.4108  -0.018
C: 1.2376 -3.0655 5.7706  -0.552
C: 1.4598 -4.5829 5.8700  -0.025
C: -0.1309 -2.7301 6.3625  -0.054
C: 2.3209 -2.3284 6.5727  -0.025
C: -1.6517 -2.7697 -0.5577  -0.258
O: -0.5214 -2.2247 -1.1487  -0.277
C: -2.3589 -3.8311 -1.1112  -0.058
C: -3.4603 -4.2572 -0.3580  0.083
C: -1.9648 -4.5081 -2.4240  -0.523
C: -1.9541 -3.4795 -3.5619  -0.024
C: -2.9530 -5.6096 -2.8162  -0.044
C: -0.5805 -5.1526 -2.2498  -0.015
H: -6.9468 -3.4217 2.3541  0.100
H: -6.4238 -2.7129 0.8255  0.096
H: -5.6558 -2.2285 2.3465  0.080
H: -5.4529 -5.0662 3.5894  0.100
H: -4.1543 -3.8816 3.6014  0.078
H: -3.8711 -5.4998 2.9380  0.097
H: -6.6089 -5.7165 1.5287  0.100
H: -5.0957 -6.2452 0.8106  0.096
H: -6.1483 -5.1012 -0.0500  0.095
H: -3.3764 -2.1872 2.3172  0.120
H: -0.6410 -1.7966 4.1336  0.112
H: 3.3231 -3.3670 4.1227  0.117
H: 3.5474 -4.9829 1.2320  0.099
H: 4.2947 -4.7541 2.8149  0.087
H: 5.2853 -4.6914 1.3649  0.102
H: 3.5194 -3.1133 -0.4593  0.079
H: 5.2344 -2.8434 -0.1693  0.104
H: 4.1235 -1.4892 -0.0360  0.069
H: 5.2114 -2.4215 3.4661  0.089
H: 5.0487 -1.0707 2.3425  0.091
H: 6.1653 -2.3938 1.9908  0.102
H: 0.7096 -5.1308 5.2967  0.096
H: 1.3835 -4.8951 6.9115  0.100
H: 2.4472 -4.8775 5.5122  0.084
H: -0.9392 -3.2520 5.8442  0.089
H: -0.3327 -1.6562 6.3497  0.092
H: -0.1589 -3.0484 7.4037  0.101
H: 3.3256 -2.5705 6.2234  0.084
H: 2.2599 -2.6206 7.6211  0.101
H: 2.1890 -1.2462 6.5160  0.096
H: -4.0435 -5.0707 -0.7580  0.098
H: -2.9457 -3.0418 -3.6959  0.102
H: -1.6759 -3.9707 -4.4954  0.102
H: -1.2415 -2.6758 -3.3838  0.041
H: -3.9637 -5.2230 -2.9574  0.100
H: -2.9829 -6.4174 -2.0841  0.099
H: -2.6330 -6.0478 -3.7614  0.101
H: 0.1885 -4.4296 -1.9773  0.059
H: -0.2786 -5.6340 -3.1811  0.101
H: -0.6116 -5.9193 -1.4743  0.104
C: -0.6306 -0.0234 -4.1611  0.021
C: -1.3430 0.5814 -3.0029  -0.299
N: -1.1578 0.3374 -1.6898  -0.050
C: -2.1239 1.0869 -1.0111  -0.119
C: -2.8532 1.7735 -1.9069  0.017
N: -2.3558 1.4454 -3.1507  0.020
C: -2.5723 2.2647 -4.3531  -0.021
N: -1.7592 3.4402 -4.2561  -0.042
N: -0.4564 3.2475 -3.9291  0.038
N: 0.0662 4.3553 -3.5733  0.103
C: -0.9000 5.3411 -3.6467  -0.211
C: -0.8192 6.7141 -3.3815  0.008
C: -1.9730 7.4408 -3.5351  -0.046
C: -3.1809 6.8338 -3.9489  -0.040
C: -3.2739 5.4895 -4.2261  -0.003
C: -2.0975 4.7558 -4.0567  -0.161
H: -0.1350 -0.9515 -3.8886  0.057
H: 0.1015 0.6711 -4.5756  0.092
H: -1.3506 -0.2688 -4.9410  0.112
H: -2.2567 1.0527 0.0542  0.072
H: -3.6812 2.4503 -1.7774  0.152
H: -3.6216 2.5410 -4.4101  0.154
H: -2.3097 1.6763 -5.2281  0.141
H: 0.1147 7.1731 -3.0889  0.124
H: -1.9646 8.5060 -3.3513  0.120
H: -4.0592 7.4546 -4.0648  0.122
H: -4.1991 5.0490 -4.5728  0.116



(2)
C49H63CaN8O5PSe2Te as an isolated structure at a distorted geometry, computed with ωB97M-V/def2-TZVPD.

Output
- multiplicity = 2
- DFT total energy (hartree) = -8809.3232
- total charge = -1

Each line ends with the Löwdin charge.
Element x y z (Å)
Ca: -0.1135 1.7583 1.2901  1.218
C: -5.2382 2.5035 -0.3734  -0.048
N: -3.8943 2.2788 -0.8574  -0.135
C: -3.7649 1.8634 -2.2381  -0.032
C: -2.8007 2.3172 -0.0641  -0.418
O: -1.6974 1.9638 -0.4868  -0.110
C: -2.9113 2.8473 1.3837  -0.271
O: -1.6428 3.2192 1.8000  -0.431
C: -0.8034 3.9732 3.9587  0.145
C: 0.5428 3.9706 3.4080  -0.513
O: 1.0894 2.9470 2.9648  -0.092
N: 1.2164 5.1607 3.3107  -0.145
C: 1.0167 6.2416 4.2600  -0.063
C: 2.5559 5.1284 2.7413  -0.048
H: -5.7288 3.2897 -0.9556  0.087
H: -5.2345 2.7929 0.6706  0.072
H: -5.8307 1.5897 -0.4688  0.092
H: -4.1757 2.6348 -2.8977  0.090
H: -4.3053 0.9270 -2.4094  0.089
H: -2.7169 1.7114 -2.4672  0.074
H: -3.3615 2.0393 1.9879  0.097
H: -3.6174 3.6874 1.4065  0.104
H: -1.2268 3.0378 4.2824  0.044
H: -1.3621 4.8799 4.1223  0.058
H: 0.0107 6.2443 4.6626  0.066
H: 1.1884 7.1995 3.7654  0.085
H: 1.7188 6.1640 5.0975  0.088
H: 2.6324 4.3319 2.0144  0.072
H: 3.3142 4.9750 3.5181  0.091
H: 2.7523 6.0831 2.2502  0.088
Se: -3.8568 -1.0105 3.4138  0.167
P: -2.8976 -2.0476 1.7630  0.094
Se: -1.4815 -1.1598 0.4298  0.365
C: -4.2712 -2.7692 0.7771  -0.425
C: -5.2008 -3.6034 1.4027  -0.118
C: -6.2640 -4.1336 0.6876  -0.094
C: -6.4184 -3.8280 -0.6626  -0.107
C: -5.5006 -2.9986 -1.2890  -0.092
C: -4.4262 -2.4713 -0.5710  -0.114
C: -2.0630 -3.5438 2.4356  -0.406
C: -1.3707 -3.4508 3.6397  -0.119
C: -0.6109 -4.5188 4.1015  -0.106
C: -0.5205 -5.6884 3.3548  -0.107
C: -1.1924 -5.7816 2.1417  -0.094
C: -1.9597 -4.7144 1.6846  -0.094
H: -5.0874 -3.8259 2.4576  0.095
H: -6.9786 -4.7801 1.1832  0.095
H: -7.2554 -4.2336 -1.2192  0.093
H: -5.6135 -2.7601 -2.3404  0.095
H: -3.6910 -1.8328 -1.0491  0.041
H: -1.4460 -2.5336 4.2142  0.063
H: -0.0911 -4.4404 5.0501  0.093
H: 0.0719 -6.5216 3.7148  0.092
H: -1.1148 -6.6838 1.5455  0.097
H: -2.4732 -4.7881 0.7324  0.107
C: 3.5723 -1.8226 2.1724  -0.061
N: 2.8100 -1.3593 3.3144  -0.159
C: 2.6970 -2.3393 4.3844  -0.063
C: 1.8094 -0.4445 3.0594  -0.416
N: 1.4972 0.0282 1.9223  0.093
N: 1.1205 -0.0330 4.2297  0.121
C: -0.2100 0.4271 4.2303  -0.534
N: -0.6785 0.6556 5.5170  0.142
N: -0.8849 0.5502 3.1693  0.011
H: 4.4756 -2.3142 2.5334  0.086
H: 3.8738 -0.9825 1.5474  0.087
H: 3.0059 -2.5321 1.5563  0.093
H: 3.6890 -2.5543 4.7839  0.081
H: 2.2579 -3.2750 4.0208  0.082
H: 2.0705 -1.9676 5.1878  0.071
H: 1.9215 -0.4405 1.1289  -0.008
H: 1.7042 0.3413 4.9609  0.140
H: -0.2117 0.1470 6.2513  0.083
H: -1.6871 0.6221 5.5784  0.084
H: -1.8662 0.7388 3.3746  -0.029
C: 2.3969 -6.5004 -5.0581  -0.063
C: 2.2306 -5.1852 -4.3374  -0.281
C: 2.6336 -3.9893 -4.9160  -0.031
C: 2.4963 -2.7675 -4.2551  -0.297
C: 2.9377 -1.5140 -4.9765  -0.078
C: 1.9360 -2.7389 -2.9666  -0.406
Te: 1.8104 -0.8910 -1.8799  1.424
N: 1.3710 1.5467 -0.5350  -0.055
C: 1.8758 2.6533 -0.6101  -0.406
O: 1.1636 3.8781 0.0188  -0.056
C: 3.2242 3.0439 -1.1404  -0.161
C: 3.5274 4.3390 -1.5557  -0.024
C: 4.7972 4.6532 -2.0282  -0.090
C: 5.7810 3.6750 -2.0855  -0.109
C: 5.4812 2.3789 -1.6813  -0.088
C: 4.2142 2.0688 -1.2077  -0.054
C: 0.2643 -0.2285 -3.1705  -0.425
C: -0.8742 -1.0398 -3.2453  -0.145
C: -1.9039 -0.7393 -4.1204  -0.102
C: -1.8084 0.3907 -4.9258  -0.109
C: -0.6901 1.2000 -4.8416  -0.060
C: 0.3696 0.9138 -3.9710  -0.300
C: 1.5472 1.8543 -3.9520  -0.067
C: 1.5074 -3.9415 -2.3742  -0.297
C: 0.8406 -4.0037 -1.0122  -0.098
C: 1.6635 -5.1388 -3.0718  -0.033
H: 2.9924 -6.3792 -5.9641  0.067
H: 1.4295 -6.9181 -5.3487  0.076
H: 2.8925 -7.2390 -4.4242  0.073
H: 3.0703 -4.0016 -5.9112  0.106
H: 3.5320 -1.7645 -5.8567  0.069
H: 3.5231 -0.8622 -4.3266  0.047
H: 2.0717 -0.9298 -5.3027  0.078
H: 2.7597 5.0998 -1.5326  0.106
H: 5.0162 5.6632 -2.3542  0.095
H: 6.7755 3.9214 -2.4377  0.091
H: 6.2381 1.6054 -1.7345  0.096
H: 3.9680 1.0642 -0.8920  0.059
H: -0.9515 -1.9101 -2.6046  0.067
H: -2.7788 -1.3775 -4.1638  0.096
H: -2.6047 0.6388 -5.6185  0.096
H: -0.6175 2.0834 -5.4677  0.109
H: 1.8438 2.1091 -4.9733  0.082
H: 2.4039 1.4222 -3.4365  0.023
H: 1.2807 2.7763 -3.4292  0.067
H: 1.2020 -3.2430 -0.3242  0.009
H: 0.9834 -4.9865 -0.5570  0.070
H: -0.2368 -3.8275 -1.0928  0.061
H: 1.3274 -6.0618 -2.6053  0.113
C: -0.4482 5.5948 0.0434  0.021
C: 0.3096 4.5829 -0.7575  -0.569
O: 0.2229 4.4371 -1.9496  0.091
H: -1.1509 6.1045 -0.6112  0.083
H: 0.2564 6.3107 0.4753  0.082
H: -0.9688 5.0829 0.8595  0.066



Q: The highest DFT total energy belongs to which entry?
A: C49H62F4N7O2SeW



Q: The lowest total charge belongs to which entry?
A: C49H63CaN8O5PSe2Te



Q: What is the formula in the second record?
A: C49H63CaN8O5PSe2Te